No. 1
A structure of composition C38H51BrNP3Re in a non-equilibrium geometry, computed with wB97M-V/def2-TZVPD.

CARTESIAN COORDINATES (ANGSTROEM)
C  4.05661  -6.29294  -1.66984
C  4.25589  -4.90161  -1.58634
C  5.37419  -4.37787  -2.26069
C  6.35323  -5.24804  -2.77206
N  6.18372  -6.57544  -2.72854
C  5.07771  -7.10883  -2.19150
C  3.43274  -4.04498  -0.77189
C  3.10315  -3.24811  0.11680
C  2.39376  -2.18133  0.65216
C  1.38086  -1.80816  -0.27694
C  1.31416  -0.41038  -0.63462
C  1.45042  0.36143  0.83840
C  2.35152  -0.05534  1.80441
C  2.75533  -1.40467  1.75134
Re  -0.35233  0.06917  0.23171
P  -1.60954  1.09533  -1.43703
H  5.51251  -3.31005  -2.36725
H  3.14053  -6.75572  -1.32165
H  7.28500  -4.85761  -3.22438
H  4.99681  -8.21179  -2.18059
H  3.41838  -1.77991  2.53818
H  1.17468  -2.54623  -1.05571
H  2.60735  0.66838  2.58887
H  1.65857  -0.02987  -1.64722
C  -2.57168  2.48491  -0.53515
C  -2.81477  3.76312  -1.34780
H  -2.00771  2.67899  0.40290
H  -3.50984  1.98560  -0.20920
H  -3.48687  4.38427  -0.73501
H  -1.86981  4.31189  -1.50572
H  -3.32196  3.54590  -2.30382
C  -0.77715  1.84203  -2.92824
C  -0.07431  0.84731  -3.83631
H  -0.08792  2.62565  -2.57923
H  -1.53071  2.40395  -3.49976
H  0.57472  1.40615  -4.52825
H  0.54158  0.14056  -3.26288
H  -0.78634  0.27092  -4.45088
C  -3.00721  0.26511  -2.26793
C  -3.68984  1.04227  -3.39378
H  -3.74409  0.01630  -1.49428
H  -2.60878  -0.68381  -2.64422
H  -4.31712  0.37193  -3.98631
H  -4.35670  1.82860  -3.02944
H  -2.99810  1.49039  -4.10935
Br  -0.32709  1.87190  2.28180
P  2.62468  3.53215  0.29939
C  1.28460  3.58178  -0.89479
C  1.37728  4.94138  -1.59253
H  0.34443  3.40006  -0.34798
H  1.46849  2.71936  -1.55139
H  0.89907  4.92438  -2.57888
H  0.93470  5.72628  -0.96353
H  2.43788  5.20402  -1.72267
C  1.99874  3.67946  1.96465
C  2.93410  4.39088  2.91821
H  1.78645  2.63942  2.26992
H  1.03567  4.19693  1.88664
H  2.43275  4.53072  3.88101
H  3.85450  3.81528  3.03756
H  3.17039  5.36268  2.47372
C  3.67459  2.11536  -0.02954
C  5.01232  2.56622  -0.63282
H  3.11073  1.42468  -0.67236
H  3.82075  1.59512  0.92401
H  5.71664  1.72764  -0.66090
H  4.86330  2.96977  -1.63858
H  5.43180  3.37136  -0.01851
C  -0.97731  -1.37164  3.42491
P  -1.65746  -1.01898  1.77368
C  -2.50019  -2.64800  1.56485
C  -2.13495  -3.50324  0.52473
C  -2.76184  -4.74899  0.41618
C  -3.72454  -5.13977  1.35007
C  -4.06609  -4.29491  2.41014
C  -3.43632  -3.05628  2.52057
C  -3.19222  -0.06631  2.20425
C  -3.22609  0.81174  3.28168
C  -4.41594  1.40761  3.67940
C  -5.58625  1.17782  2.96139
C  -5.54509  0.37463  1.81413
C  -4.34144  -0.22939  1.42167
H  -0.41133  -2.30865  3.35357
H  -1.78183  -1.51056  4.15981
H  -0.30928  -0.56757  3.74912
H  -1.39668  -3.17791  -0.20674
H  -2.50746  -5.42879  -0.39361
H  -4.20863  -6.11486  1.28430
H  -4.81429  -4.57485  3.15431
H  -3.70299  -2.38182  3.33332
H  -2.31604  1.03685  3.81724
H  -4.42881  2.04281  4.55935
H  -6.53366  1.60805  3.29263
H  -6.45850  0.19716  1.23645
H  -4.32219  -0.86849  0.52922

Properties
* spin multiplicity: 4
* HOMO (spin up / spin down): -18.1 / -18.1 eV
* total energy: -141712.401 eV
* net charge: +4
* energy relative to the best compared isomer or geometry (same formula, charge and spin): 133.6 kJ/mol

Here is what Löwdin gives for the atomic charges, in e:
1. C 0.08
2. C -0.15
3. C 0.04
4. C -0.01
5. N 0.19
6. C -0.02
7. C 0.16
8. C 0.13
9. C -0.20
10. C -0.08
11. C -0.34
12. C -0.38
13. C -0.08
14. C 0.04
15. Re 0.98
16. P 0.87
17. H 0.13
18. H 0.15
19. H 0.16
20. H 0.16
21. H 0.16
22. H 0.13
23. H 0.13
24. H 0.12
25. C -0.36
26. C -0.10
27. H -0.01
28. H 0.08
29. H 0.10
30. H 0.08
31. H 0.07
32. C -0.36
33. C -0.11
34. H 0.04
35. H 0.09
36. H 0.10
37. H 0.04
38. H 0.10
39. C -0.36
40. C -0.10
41. H 0.07
42. H 0.09
43. H 0.11
44. H 0.09
45. H 0.07
46. Br 0.59
47. P 1.19
48. C -0.40
49. C -0.11
50. H 0.06
51. H 0.07
52. H 0.09
53. H 0.10
54. H 0.08
55. C -0.48
56. C -0.10
57. H -0.05
58. H 0.07
59. H 0.10
60. H 0.09
61. H 0.09
62. C -0.37
63. C -0.10
64. H 0.06
65. H 0.08
66. H 0.09
67. H 0.09
68. H 0.09
69. C -0.21
70. P 0.84
71. C -0.38
72. C -0.10
73. C -0.05
74. C -0.03
75. C -0.02
76. C -0.08
77. C -0.39
78. C -0.14
79. C -0.02
80. C -0.01
81. C -0.03
82. C -0.10
83. H 0.07
84. H 0.08
85. H 0.02
86. H 0.07
87. H 0.12
88. H 0.13
89. H 0.13
90. H 0.12
91. H 0.05
92. H 0.13
93. H 0.14
94. H 0.13
95. H 0.11

No. 2
A structure of composition C20H22N2O4S in a non-equilibrium geometry, computed with wB97M-V/def2-TZVPD.

CARTESIAN COORDINATES (ANGSTROEM)
C  1.31542  -5.08636  -3.78510
C  0.78878  -3.66227  -3.73177
H  0.13774  -3.52024  -4.54783
H  1.63463  -2.87095  -3.67410
O  0.22801  -3.39239  -2.41348
C  -0.51618  -2.39117  -1.89013
C  -1.29115  -2.43488  -0.59895
C  -1.65626  -1.36127  -0.26158
C  -1.68413  -0.17978  -0.94847
C  -1.16623  -0.13048  -2.24129
C  -0.39243  -1.45611  -2.61903
H  0.17024  -1.23724  -3.57760
H  -1.16374  0.93942  -2.84786
N  -2.41485  0.86337  -0.50685
S  -1.44062  2.45711  -0.76451
O  -2.06767  3.30572  0.38721
O  -1.81560  2.94252  -2.11561
C  0.05612  1.87562  -0.30491
C  0.29719  1.20979  0.78245
C  1.34349  0.66257  1.42369
C  2.62025  0.82823  0.52847
C  2.37394  1.23633  -0.56521
C  1.24069  1.78470  -1.17934
C  1.10511  2.41663  -2.45308
H  1.72439  1.69644  -3.38755
H  1.97646  3.25982  -2.72378
H  0.17052  3.12044  -2.80805
H  3.39041  1.25517  -1.40981
H  3.37624  0.35612  0.94975
C  1.38671  0.13692  2.65755
C  2.59698  -0.44603  3.39596
C  1.99635  -0.74782  4.59362
N  0.58947  -0.66457  4.52534
O  0.30139  0.10336  3.37040
C  2.50924  -1.39558  5.81171
H  1.81583  -1.90246  6.50417
H  3.40986  -0.72890  6.13537
H  2.82138  -2.49262  5.56933
H  3.56121  -0.43703  3.20347
H  -0.63776  1.17685  1.68139
C  -3.51224  0.89775  0.59278
H  -2.98037  0.40278  1.74697
H  -4.17889  0.30201  0.46966
H  -3.74183  2.04163  0.84251
H  -2.16112  -1.47549  0.78624
H  -1.16723  -3.38607  -0.32757
H  0.49572  -5.70881  -3.80239
H  1.97136  -5.16912  -3.08073
H  2.03728  -5.16475  -4.77476

Properties
* HOMO: -7.6 eV
* total energy: -43082.496 eV
* energy relative to the best compared isomer or geometry (same formula, charge and spin): 2161.8 kJ/mol

Here is what Löwdin gives for the atomic charges, in e:
1. C -0.05
2. C -0.22
3. H 0.10
4. H 0.14
5. O -0.08
6. C -0.31
7. C 0.01
8. C -0.12
9. C -0.40
10. C 0.08
11. C -0.05
12. H 0.14
13. H 0.14
14. N -0.14
15. S 0.88
16. O -0.37
17. O -0.33
18. C -0.31
19. C -0.06
20. C -0.10
21. C 0.01
22. C -0.11
23. C -0.24
24. C -0.12
25. H 0.17
26. H 0.13
27. H 0.12
28. H 0.21
29. H 0.08
30. C -0.24
31. C 0.10
32. C -0.36
33. N 0.12
34. O 0.01
35. C -0.06
36. H 0.08
37. H 0.12
38. H 0.11
39. H 0.05
40. H 0.21
41. C 0.00
42. H 0.16
43. H -0.06
44. H 0.12
45. H 0.17
46. H 0.10
47. H 0.05
48. H 0.00
49. H 0.15

No. 3
The molecule C4H8O2, computed with wB97M-V/def2-TZVPD.

CARTESIAN COORDINATES (ANGSTROEM)
O  -0.71661  0.40718  -1.74998
C  0.35349  -0.08314  -0.95719
C  0.69469  0.88713  0.17724
C  -0.42260  0.54945  1.15471
O  -0.57221  -0.86589  1.07547
C  -0.01941  -1.32980  -0.15276
H  -1.55432  0.12406  -1.36375
H  1.18504  -0.25707  -1.64580
H  0.70067  1.92802  -0.15362
H  1.67198  0.63927  0.60988
H  -1.35474  1.04387  0.84130
H  -0.22419  0.82035  2.19489
H  0.86431  -1.94928  0.05300
H  -0.75642  -1.95105  -0.67687

Properties
* structure (SMILES): O[C@H]1CCOC1
* HOMO: -9.8 eV
* total energy: -8372.047 eV
* energy relative to the best compared isomer or geometry (same formula, charge and spin): 119.2 kJ/mol

Here is what Löwdin gives for the atomic charges, in e:
1. O -0.03
2. C -0.36
3. C -0.11
4. C -0.20
5. O -0.13
6. C -0.15
7. H 0.09
8. H 0.15
9. H 0.12
10. H 0.12
11. H 0.12
12. H 0.12
13. H 0.13
14. H 0.13

No. 4
A structure of composition C40H46N3O5ReS2 in a non-equilibrium geometry, computed with wB97M-V/def2-TZVPD.

CARTESIAN COORDINATES (ANGSTROEM)
Re  0.26901  -0.10739  0.39649
C  1.58108  -0.43592  2.07947
C  2.34851  0.66917  1.50701
C  2.85456  0.21325  0.25547
C  2.32683  -1.11451  0.07223
C  1.66538  -1.59591  1.23451
C  1.53082  -3.05877  1.60765
C  1.21860  -3.91893  0.38184
C  0.48003  -3.31701  2.68718
C  2.91121  -3.44983  2.16194
C  3.97207  0.69805  -0.67247
C  5.28318  0.22566  0.00102
C  4.00433  2.20192  -0.93444
C  3.95635  -0.00348  -2.04012
C  2.61961  1.93414  2.35004
C  1.97968  1.80205  3.74442
C  4.12900  2.06392  2.61498
C  2.11484  3.24254  1.72314
H  1.22364  -0.47481  3.09570
H  2.50799  -1.71200  -0.80701
H  0.27491  -3.63272  -0.08305
H  1.14038  -4.96413  0.68488
H  2.00362  -3.85547  -0.37324
H  -0.53441  -3.23763  2.29867
H  0.58866  -2.63875  3.53649
H  0.60301  -4.33209  3.06760
H  3.69630  -3.26783  1.42592
H  2.92225  -4.51135  2.41415
H  3.14990  -2.88340  3.06455
H  5.47352  0.69373  0.95984
H  6.11927  0.45649  -0.66107
H  5.26776  -0.85646  0.14887
H  4.28148  2.77987  -0.05813
H  3.04158  2.55539  -1.30717
H  4.75373  2.40777  -1.69956
H  4.02577  -1.08784  -1.95406
H  4.84088  0.32692  -2.58522
H  3.08602  0.24825  -2.63418
H  2.39379  0.95892  4.30138
H  0.89787  1.70379  3.70020
H  2.21235  2.70400  4.31085
H  4.54915  1.13192  2.99856
H  4.28306  2.83458  3.37142
H  4.68736  2.36205  1.73364
H  1.03781  3.23123  1.59042
H  2.57153  3.45637  0.76370
H  2.36045  4.06601  2.39700
C  -3.71504  0.53929  -6.74406
C  -2.70526  0.23080  -5.67730
C  -1.94476  -0.94034  -5.74704
C  -1.00223  -1.23583  -4.78279
C  -0.82230  -0.34280  -3.72950
C  -1.53792  0.83823  -3.65301
C  -2.48616  1.11320  -4.62348
S  0.36028  -0.70006  -2.50299
O  0.88839  0.55640  -1.93999
O  1.29054  -1.64254  -3.04915
N  -0.33638  -1.28910  -1.14135
C  -1.52898  -2.00086  -0.98165
C  -2.26206  -2.67241  -1.92769
C  -3.50422  -3.24870  -1.59315
C  -4.01687  -3.15715  -0.33587
C  -3.30022  -2.45826  0.65789
C  -3.77170  -2.27613  1.97483
C  -3.04837  -1.52775  2.86166
C  -1.85545  -0.93033  2.43623
N  -1.37449  -1.10414  1.21910
C  -2.05985  -1.88400  0.32826
H  -4.31719  -0.33843  -6.97881
H  -3.21373  0.84671  -7.66380
H  -4.38042  1.34455  -6.43888
H  -2.09362  -1.62417  -6.57369
H  -0.39961  -2.13240  -4.84344
H  -1.34187  1.54500  -2.86196
H  -3.05796  2.02940  -4.55523
H  -1.88421  -2.77727  -2.93340
H  -4.05268  -3.77280  -2.36403
H  -4.97242  -3.59784  -0.08539
H  -4.71518  -2.72125  2.26505
H  -3.38404  -1.36621  3.87558
H  -1.28177  -0.29190  3.09393
O  -3.03908  2.56415  -1.75928
S  -3.09627  1.73055  -0.60015
O  -3.88135  0.53268  -0.62939
N  -1.55883  1.33807  -0.05684
C  -1.36070  1.85826  1.13677
O  -0.31522  1.47663  1.74294
C  -2.41452  2.72598  1.68109
C  -2.45133  3.44311  2.86384
C  -3.60637  4.16316  3.14018
C  -4.68503  4.15472  2.25930
C  -4.64599  3.42973  1.07231
C  -3.49146  2.72272  0.81436
H  -1.60671  3.44431  3.54022
H  -3.67146  4.74181  4.05149
H  -5.57141  4.72565  2.50109
H  -5.48126  3.42578  0.38569

Properties
* spin multiplicity: 2
* HOMO (spin up / spin down): -10.4 / -10.8 eV
* total energy: -80730.866 eV
* net charge: +1
* energy relative to the best compared isomer or geometry (same formula, charge and spin): 0.0 kJ/mol

Here is what Löwdin gives for the atomic charges, in e:
1. Re 1.66
2. C -0.15
3. C -0.11
4. C -0.10
5. C -0.09
6. C -0.30
7. C -0.53
8. C -0.02
9. C -0.03
10. C -0.02
11. C -0.50
12. C -0.02
13. C -0.03
14. C -0.05
15. C -0.50
16. C -0.06
17. C -0.04
18. C -0.02
19. H 0.12
20. H 0.11
21. H 0.07
22. H 0.10
23. H 0.09
24. H 0.07
25. H 0.09
26. H 0.10
27. H 0.09
28. H 0.09
29. H 0.10
30. H 0.06
31. H 0.10
32. H 0.09
33. H 0.06
34. H 0.10
35. H 0.10
36. H 0.09
37. H 0.10
38. H 0.06
39. H 0.09
40. H 0.07
41. H 0.09
42. H 0.10
43. H 0.10
44. H 0.06
45. H 0.07
46. H 0.06
47. H 0.10
48. C -0.04
49. C -0.24
50. C -0.02
51. C -0.06
52. C -0.30
53. C -0.04
54. C -0.01
55. S 0.66
56. O -0.36
57. O -0.26
58. N -0.24
59. C -0.25
60. C 0.02
61. C -0.04
62. C -0.02
63. C -0.14
64. C 0.03
65. C -0.01
66. C -0.10
67. N -0.02
68. C -0.17
69. H 0.09
70. H 0.09
71. H 0.08
72. H 0.12
73. H 0.12
74. H 0.09
75. H 0.12
76. H 0.11
77. H 0.12
78. H 0.12
79. H 0.13
80. H 0.12
81. H 0.12
82. O -0.26
83. S 0.69
84. O -0.25
85. N -0.07
86. C -0.50
87. O -0.13
88. C -0.13
89. C 0.02
90. C -0.04
91. C -0.04
92. C -0.01
93. C -0.20
94. H 0.13
95. H 0.12
96. H 0.12
97. H 0.13

Please write out number 3 again, unchanged.
The molecule C4H8O2, computed with wB97M-V/def2-TZVPD.

CARTESIAN COORDINATES (ANGSTROEM)
O  -0.71661  0.40718  -1.74998
C  0.35349  -0.08314  -0.95719
C  0.69469  0.88713  0.17724
C  -0.42260  0.54945  1.15471
O  -0.57221  -0.86589  1.07547
C  -0.01941  -1.32980  -0.15276
H  -1.55432  0.12406  -1.36375
H  1.18504  -0.25707  -1.64580
H  0.70067  1.92802  -0.15362
H  1.67198  0.63927  0.60988
H  -1.35474  1.04387  0.84130
H  -0.22419  0.82035  2.19489
H  0.86431  -1.94928  0.05300
H  -0.75642  -1.95105  -0.67687

Properties
* structure (SMILES): O[C@H]1CCOC1
* HOMO: -9.8 eV
* total energy: -8372.047 eV
* energy relative to the best compared isomer or geometry (same formula, charge and spin): 119.2 kJ/mol

Here is what Löwdin gives for the atomic charges, in e:
1. O -0.03
2. C -0.36
3. C -0.11
4. C -0.20
5. O -0.13
6. C -0.15
7. H 0.09
8. H 0.15
9. H 0.12
10. H 0.12
11. H 0.12
12. H 0.12
13. H 0.13
14. H 0.13

Q: Among the records above, which one has the highest energy relative to the best compared isomer or geometry (same formula, charge and spin)?
A: C20H22N2O4S

Q: What is the total energy in the first record?
A: -141712.401 eV

Q: What is the energy relative to the best compared isomer or geometry (same formula, charge and spin) in the second record?
A: 2161.8 kJ/mol